(1)
Here is C33H54EuN9O3P2 as an isolated structure at a distorted geometry from the Open Molecules 2025 dataset. Energies are from the ωB97M-V functional and the def2-TZVPD basis.

Structure (ORCA input):
```
! RIJCOSX wB97M-V def2-TZVPD def2/J DEFGRID3
* xyz 2 7
Eu -0.063 -0.332 0.063
C -0.183 -3.389 -3.454
C 0.119 -2.522 -2.272
N -0.764 -1.995 -1.488
C -2.221 -2.038 -1.603
C -2.921 -1.927 -0.213
N -2.283 -1.000 0.747
C -3.030 0.114 1.372
C -2.176 1.396 1.606
N -0.773 1.085 1.955
C 0.239 2.154 1.798
C 1.688 1.611 1.927
N 1.943 0.597 0.905
C 3.037 -0.018 0.646
C 4.336 0.183 1.355
C 2.986 -1.062 -0.463
C 4.108 -1.643 -1.035
C 3.926 -2.545 -2.085
C 2.655 -2.851 -2.551
C 1.563 -2.259 -1.919
N 1.772 -1.412 -0.901
H -1.184 -3.203 -3.839
H -0.120 -4.442 -3.163
H 0.532 -3.230 -4.258
H -2.575 -2.955 -2.081
H -2.511 -1.189 -2.232
H -2.939 -2.921 0.234
H -3.959 -1.637 -0.380
H -1.857 -1.556 1.490
H -3.452 -0.219 2.323
H -3.867 0.383 0.729
H -2.657 1.999 2.384
H -2.153 1.989 0.700
H -0.722 0.721 2.901
H 0.099 2.966 2.518
H 0.104 2.591 0.804
H 1.835 1.169 2.918
H 2.385 2.449 1.827
H 4.636 -0.758 1.824
H 4.256 0.944 2.129
H 5.125 0.471 0.659
H 5.103 -1.414 -0.681
H 4.787 -3.014 -2.541
H 2.528 -3.549 -3.366
C -3.886 1.260 -3.305
N -2.808 2.243 -3.313
C -3.023 3.373 -4.224
P -1.738 2.403 -2.086
O -1.614 1.123 -1.336
O -0.356 2.829 -2.782
P 1.078 2.060 -2.786
O 1.067 0.990 -1.769
N 2.108 3.286 -2.451
C 3.487 2.925 -2.102
C 1.937 4.674 -2.884
N 1.299 1.441 -4.295
C 1.793 2.225 -5.423
C 0.460 0.316 -4.701
N -2.049 3.733 -1.155
C -1.098 4.813 -0.894
C -3.444 4.082 -0.854
H -3.955 0.776 -4.280
H -4.846 1.739 -3.093
H -3.692 0.501 -2.542
H -3.086 3.007 -5.251
H -2.194 4.074 -4.166
H -3.951 3.902 -3.990
H 3.516 1.906 -1.720
H 3.849 3.601 -1.326
H 4.154 3.000 -2.968
H 0.906 4.860 -3.189
H 2.599 4.918 -3.717
H 2.182 5.340 -2.056
H 2.486 2.984 -5.088
H 0.979 2.704 -5.977
H 2.329 1.562 -6.104
H 0.094 -0.208 -3.818
H 1.048 -0.377 -5.306
H -0.397 0.654 -5.293
H -0.073 4.446 -0.931
H -1.280 5.214 0.105
H -1.208 5.630 -1.615
H -3.793 4.913 -1.475
H -3.531 4.377 0.193
H -4.101 3.228 -1.011
C 3.052 -5.267 1.268
C 1.894 -5.025 0.506
C 1.101 -3.945 0.785
C 1.394 -3.040 1.831
C 0.556 -1.890 2.092
C 0.783 -1.304 3.329
C 1.845 -1.641 4.191
C 2.732 -2.617 3.834
C 2.507 -3.361 2.654
C 3.340 -4.456 2.326
H 3.682 -6.118 1.042
H 1.623 -5.714 -0.287
H 0.192 -3.786 0.229
H 0.144 -0.502 3.710
H 1.953 -1.117 5.133
H 3.568 -2.877 4.472
H 4.195 -4.663 2.959
*
```

Summary:
- ⟨S²⟩ = 12.011
- orbital gap (alpha / beta) (eV) = 6.1 / 6.1
- energy relative to the best compared isomer or geometry (same formula, charge and spin) (kJ/mol) = 6.03
- HOMO (alpha / beta) (eV) = -11.64 / -11.66

(2)
Here is a 5-piece molecular cluster, C33H54F12N5O9S2 overall at a distorted geometry from the Open Molecules 2025 dataset. Energies are from the ωB97M-V functional and the def2-TZVPD basis.

Structure (ORCA input):
```
! RIJCOSX wB97M-V def2-TZVPD def2/J DEFGRID3
* xyz 1 1
C -6.055 3.313 -2.868
C -5.021 2.624 -3.937
N -3.553 2.822 -3.632
C -2.834 1.994 -4.717
C -1.200 2.022 -4.585
C -3.158 2.308 -2.265
S -3.686 0.752 -1.820
S -2.158 3.308 -1.022
C -3.076 3.262 0.654
C -2.385 2.051 1.578
C -3.465 0.881 1.968
N -3.046 -0.030 3.100
N -3.970 -0.578 4.020
C -3.371 -1.494 5.067
N -1.892 -1.518 4.746
C -1.713 -0.611 3.513
N -0.508 -0.393 2.892
C 0.758 -1.102 3.417
C 0.994 -2.436 2.495
C 0.167 -3.768 2.970
C -1.192 -4.084 2.109
C -0.972 -4.238 0.492
C -0.459 -5.728 0.006
O 0.255 -5.725 -1.280
C -0.468 -4.970 -2.318
H -7.077 2.701 -2.955
H -6.334 4.428 -3.090
H -5.736 3.240 -1.745
H -5.218 3.161 -4.985
H -5.247 1.473 -4.145
H -3.109 2.508 -5.757
H -3.238 0.889 -4.769
H -0.789 1.257 -5.404
H -0.709 3.067 -4.886
H -0.778 1.638 -3.558
H -4.216 3.088 0.453
H -2.827 4.299 1.159
H -1.588 1.546 0.847
H -1.865 2.494 2.529
H -4.444 1.449 2.347
H -3.778 0.219 1.036
H -5.004 -0.420 4.059
H -3.844 -2.115 5.940
H -0.353 0.196 2.032
H 1.638 -0.325 3.206
H 0.734 -1.289 4.572
H 2.157 -2.685 2.551
H 0.798 -2.112 1.373
H 0.874 -4.710 2.937
H -0.150 -3.583 4.098
H -1.590 -5.142 2.491
H -2.068 -3.326 2.279
H -2.038 -4.080 -0.010
H -0.261 -3.444 0.009
H -1.413 -6.436 0.021
H 0.287 -6.130 0.817
H -1.637 -5.108 -2.299
H -0.191 -3.817 -2.175
H -0.050 -5.257 -3.391
C -6.471 4.675 3.712
C -7.029 6.046 3.378
O -6.703 6.410 2.028
C -7.510 5.885 1.051
O -8.461 5.142 1.276
C -7.084 6.388 -0.328
F -5.733 6.336 -0.514
F -7.445 7.687 -0.534
F -7.633 5.673 -1.350
H -5.395 4.639 3.515
H -6.648 4.430 4.763
H -6.933 3.899 3.093
H -6.568 6.797 4.029
H -8.111 6.096 3.546
C 3.493 -3.137 -0.674
C 4.866 -3.722 -0.398
O 5.882 -2.719 -0.545
C 6.064 -1.883 0.526
O 5.414 -1.954 1.567
C 7.201 -0.900 0.256
F 7.133 -0.343 -0.987
F 8.425 -1.496 0.338
F 7.226 0.142 1.135
H 3.470 -2.657 -1.658
H 2.726 -3.916 -0.642
H 3.235 -2.368 0.061
H 5.084 -4.505 -1.133
H 4.916 -4.188 0.592
C 5.151 4.372 3.351
C 3.847 5.138 3.221
O 3.011 4.546 2.215
C 2.284 3.449 2.604
O 2.322 2.969 3.734
C 1.406 2.951 1.457
F 2.074 2.890 0.269
F 0.330 3.761 1.246
F 0.906 1.701 1.673
H 5.651 4.296 2.380
H 5.822 4.867 4.058
H 4.976 3.349 3.699
H 4.056 6.163 2.897
H 3.319 5.205 4.179
C 8.961 -4.493 -4.238
C 7.657 -3.727 -4.368
O 6.821 -4.319 -5.373
C 6.095 -5.415 -4.985
O 6.133 -5.896 -3.855
C 5.217 -5.914 -6.132
F 5.885 -5.974 -7.320
F 4.140 -5.104 -6.342
F 4.717 -7.163 -5.916
H 9.461 -4.568 -5.209
H 9.632 -3.998 -3.531
H 8.786 -5.516 -3.890
H 7.866 -2.702 -4.692
H 7.129 -3.660 -3.410
*
```

Summary:
- orbital gap (eV) = 7.6
- HOMO (eV) = -10.96

(3)
Here is C33H54F6N4O4P3S4Sc as an isolated structure from the Open Molecules 2025 dataset. Energies are from the ωB97M-V functional and the def2-TZVPD basis.

Structure (ORCA input):
```
! RIJCOSX wB97M-V def2-TZVPD def2/J DEFGRID3
* xyz 2 1
Sc 0.396 -0.156 -0.221
C -2.641 3.024 2.965
N -1.485 3.412 2.168
C -1.187 4.721 1.845
C 0.032 4.730 1.281
N 0.490 3.417 1.265
C -0.466 2.619 1.802
S -0.461 0.918 1.966
C 1.874 3.078 1.174
C 2.799 4.062 1.492
C 4.142 3.727 1.480
C 4.499 2.420 1.205
C 3.493 1.517 0.922
N 2.195 1.828 0.866
H -3.508 3.587 2.630
H -2.441 3.243 4.013
H -2.824 1.961 2.841
H -1.880 5.521 2.028
H 0.599 5.538 0.863
H 2.490 5.055 1.778
H 4.887 4.473 1.715
H 5.529 2.099 1.200
H 3.740 0.489 0.712
F 4.187 0.326 -4.412
C 3.466 -0.454 -3.627
F 2.244 -0.581 -4.149
F 4.025 -1.652 -3.533
S 3.314 0.341 -1.966
O 2.315 -0.475 -1.228
O 4.642 0.314 -1.461
N 2.789 1.768 -2.234
S 1.264 2.129 -2.527
O 1.274 3.621 -1.808
O 0.398 1.373 -1.549
C 1.006 4.701 -2.628
F 2.020 4.945 -3.441
F 0.803 5.752 -1.837
F -0.084 4.488 -3.367
C 3.128 -1.053 2.742
P 1.673 -1.654 1.825
C 0.603 -2.177 3.205
C 2.245 -3.247 1.132
C 1.100 -3.936 0.392
P 0.481 -2.955 -1.036
C -0.803 -4.087 -1.665
C 1.778 -3.268 -2.276
H 3.332 -1.737 3.568
H 2.936 -0.059 3.146
H 4.012 -1.019 2.107
H 1.157 -2.839 3.872
H -0.287 -2.682 2.838
H 0.288 -1.295 3.763
H 2.638 -3.888 1.926
H 3.076 -3.030 0.453
H 0.251 -4.103 1.062
H 1.406 -4.918 0.020
H -0.360 -5.079 -1.763
H -1.148 -3.764 -2.646
H -1.655 -4.156 -0.998
H 1.822 -4.338 -2.489
H 2.749 -2.941 -1.911
H 1.557 -2.737 -3.200
C -3.286 -2.116 -2.571
C -3.929 -0.742 -2.384
C -4.985 -0.885 -1.283
C -4.605 -0.342 -3.700
P -2.527 0.427 -1.877
C -1.760 0.753 -3.511
C -2.029 1.835 -4.346
C -1.442 1.936 -5.600
C -0.594 0.942 -6.060
C -0.307 -0.140 -5.240
C -0.863 -0.215 -3.972
C -3.306 2.044 -1.301
C -4.513 2.572 -2.083
C -3.745 1.832 0.157
C -2.215 3.123 -1.290
H -4.054 -2.845 -2.837
H -2.806 -2.440 -1.646
H -2.549 -2.114 -3.373
H -5.655 -1.701 -1.561
H -5.600 0.003 -1.169
H -4.536 -1.131 -0.320
H -5.406 -1.053 -3.911
H -3.909 -0.370 -4.537
H -5.049 0.650 -3.660
H -2.711 2.614 -4.041
H -1.667 2.789 -6.225
H -0.158 1.009 -7.047
H 0.353 -0.922 -5.589
H -0.597 -1.053 -3.327
H -5.373 1.911 -2.005
H -4.316 2.738 -3.139
H -4.807 3.532 -1.653
H -4.582 1.144 0.253
H -4.069 2.793 0.561
H -2.921 1.446 0.759
H -1.871 3.387 -2.289
H -1.349 2.805 -0.709
H -2.624 4.026 -0.832
C -2.848 -1.394 3.134
S -2.435 -1.682 1.399
C -3.154 -3.338 1.290
H -2.443 -2.182 3.767
H -3.930 -1.364 3.241
H -2.425 -0.440 3.434
H -4.163 -3.309 1.695
H -2.567 -4.072 1.842
H -3.226 -3.632 0.249
*
```

Summary:
- orbital gap (eV) = 8.0
- energy relative to the best compared isomer or geometry (same formula, charge and spin) (kJ/mol) = 0.00
- HOMO (eV) = -13.20

(4)
Here is C33H55AsF6NO29P4 as an isolated structure at a distorted geometry from the Open Molecules 2025 dataset. Energies are from the ωB97M-V functional and the def2-TZVPD basis.

Structure (ORCA input):
```
! RIJCOSX wB97M-V def2-TZVPD def2/J DEFGRID3
* xyz -1 1
As 24.172 -15.149 -5.753
F 25.323 -14.489 -4.580
F 25.472 -15.844 -6.664
F 23.079 -15.884 -6.919
F 22.891 -14.513 -4.804
F 24.116 -13.692 -6.733
F 24.087 -16.553 -4.655
C 29.763 -11.072 -3.148
C 29.869 -11.914 -2.121
C 28.768 -12.864 -1.703
O 28.939 -13.679 -0.819
C 27.666 -12.965 -2.648
C 27.615 -12.150 -3.727
C 28.538 -10.969 -3.958
O 28.342 -10.090 -4.749
O 26.661 -12.210 -4.655
O 30.963 -11.977 -1.342
H 30.502 -10.330 -3.424
H 26.851 -13.646 -2.444
H 26.164 -13.057 -4.561
H 30.819 -12.688 -0.694
C 21.330 -16.292 -0.494
C 22.496 -16.263 -1.168
C 23.739 -15.781 -0.489
O 24.834 -15.760 -1.004
C 23.507 -15.178 0.828
C 22.324 -15.197 1.477
C 21.078 -15.775 0.831
O 19.991 -15.822 1.350
O 22.217 -14.705 2.704
O 22.495 -16.532 -2.476
H 20.455 -16.589 -1.061
H 24.355 -14.751 1.346
H 21.422 -14.992 3.172
H 23.392 -16.310 -2.802
C 20.658 -13.527 -7.402
C 19.899 -14.573 -7.056
C 18.622 -14.438 -6.279
O 17.940 -15.372 -5.938
C 18.243 -13.053 -5.944
C 18.996 -12.004 -6.336
C 20.176 -12.160 -7.256
O 20.596 -11.193 -7.856
O 18.787 -10.748 -5.964
O 20.342 -15.838 -7.178
H 21.631 -13.651 -7.862
H 17.549 -12.750 -5.168
H 19.297 -10.121 -6.498
H 21.299 -15.877 -7.018
C 23.986 -19.642 -7.147
O 24.829 -20.230 -7.807
N 22.671 -19.921 -7.135
C 22.026 -20.941 -7.940
C 21.854 -18.974 -6.373
H 24.226 -18.779 -6.506
H 21.228 -21.375 -7.331
H 22.677 -21.778 -8.172
H 21.526 -20.492 -8.798
H 20.818 -19.318 -6.423
H 22.054 -18.961 -5.303
H 21.846 -17.991 -6.830
C 24.596 -22.945 -5.879
O 24.872 -23.143 -4.488
P 24.401 -21.995 -3.461
O 22.950 -21.918 -3.284
O 25.192 -22.314 -2.111
C 24.520 -23.023 -1.092
O 25.111 -20.667 -4.001
C 25.039 -19.530 -3.146
H 25.270 -22.221 -6.351
H 23.608 -22.489 -5.979
H 24.762 -23.894 -6.378
H 24.404 -24.099 -1.245
H 23.488 -22.716 -0.894
H 25.071 -22.774 -0.184
H 24.693 -18.619 -3.642
H 25.984 -19.228 -2.693
H 24.314 -19.690 -2.344
C 26.631 -16.246 -2.567
O 26.992 -16.905 -3.766
P 28.462 -17.262 -4.261
O 29.498 -17.287 -3.209
O 28.734 -16.230 -5.436
C 28.555 -14.835 -5.267
O 28.287 -18.659 -4.961
C 27.162 -18.938 -5.844
H 25.891 -15.456 -2.644
H 27.515 -15.713 -2.191
H 26.419 -16.931 -1.746
H 27.600 -14.528 -5.694
H 29.367 -14.239 -5.683
H 28.587 -14.604 -4.196
H 26.330 -18.270 -5.630
H 26.866 -19.976 -5.741
H 27.622 -18.762 -6.814
C 20.105 -13.951 -2.910
O 20.392 -12.959 -1.893
P 19.329 -12.695 -0.759
O 18.293 -13.713 -0.523
O 20.262 -12.401 0.515
C 21.462 -11.668 0.389
O 18.771 -11.235 -1.142
C 17.510 -10.786 -0.710
H 19.172 -14.488 -2.721
H 20.929 -14.653 -2.910
H 19.881 -13.437 -3.844
H 21.766 -11.240 1.343
H 21.302 -10.764 -0.213
H 22.282 -12.207 -0.084
H 17.643 -9.975 0.017
H 16.934 -11.512 -0.134
H 16.887 -10.346 -1.487
C 24.472 -11.300 -9.244
O 25.114 -11.786 -10.420
P 26.695 -12.089 -10.419
O 27.432 -11.340 -9.406
O 26.798 -13.674 -10.342
C 26.339 -14.465 -9.255
O 27.158 -11.841 -11.924
C 27.392 -10.487 -12.342
H 23.393 -11.327 -9.349
H 24.852 -10.318 -8.951
H 24.762 -11.892 -8.371
H 27.271 -14.830 -8.821
H 25.677 -15.295 -9.499
H 25.799 -13.886 -8.504
H 26.486 -9.891 -12.234
H 27.594 -10.547 -13.409
H 28.244 -10.109 -11.782
*
```

Summary:
- orbital gap (eV) = 7.7
- HOMO (eV) = -7.46